# 1
DFT (wB97M-V/def2-TZVPD) results for a cluster of 2 separate species, C4H13N2O in total at a distorted geometry.

## Properties
HOMO-LUMO gap (alpha / beta) in Eh: 0.108 / 0.293
Relative energy (zero: lowest compared OMol25 entry of this formula, charge and spin) in eV: 1.574
Max |F| in eV/Å: 2.64
Total energy in eV: -9383.1163
HOMO level (alpha / beta) in hartree: -0.1004 / -0.2871

```
! wB97M-V def2-TZVPD RIJCOSX def2/J DEFGRID3
* xyz 0 2
C 0.7841 0.1328 -2.2644
C -0.2770 0.6256 -1.3863
O -0.9184 -0.0259 -0.4531
N -0.8155 1.9321 -1.6154
H 0.4636 -0.8188 -2.7249
H 1.7412 -0.0474 -1.6994
H -1.4159 2.3790 -0.9499
H -0.3093 2.5335 -2.2380
H 1.2846 0.8130 -2.9588
C 0.0446 -0.7461 2.3501
C 1.1870 0.0695 1.8004
N -0.3238 -1.7528 1.3215
H 0.4693 -1.3145 3.1800
H -0.8316 -0.2137 2.7002
H 0.9219 0.6544 0.9210
H 2.0581 -0.5623 1.6062
H 0.3016 -2.5508 1.2229
H -1.1610 -2.3044 1.5341
H -0.6122 -1.3170 0.3837
H 1.5711 0.8008 2.5176
*
```

# 2
DFT (wB97M-V/def2-TZVPD) results for a cluster of 2 separate species, C4H13N2O in total at a distorted geometry.

## Properties
HOMO-LUMO gap in Eh: 0.302
Relative energy (zero: lowest compared OMol25 entry of this formula, charge and spin) in eV: 2.329
Max |F| in eV/Å: 1.85
Total energy in eV: -9379.2552
HOMO level in hartree: -0.4295

```
! wB97M-V def2-TZVPD RIJCOSX def2/J DEFGRID3
* xyz 1 1
C -1.2929 -0.4677 1.2515
C -2.0250 0.6499 0.5151
C -1.1425 1.1745 -0.6128
C -0.2358 2.1811 -0.4859
N 0.7230 2.4844 -1.3864
N -0.7725 -1.4693 0.2644
H -0.4293 -0.0987 1.7842
H -1.9774 -0.9988 1.9085
H -2.2850 1.4593 1.1932
H -2.8526 0.1803 -0.0126
H -1.4967 1.0034 -1.6317
H -0.2769 2.8526 0.3575
H 0.7928 1.9828 -2.2546
H 1.2587 3.3273 -1.2981
H -0.3302 -2.2000 0.8329
H -0.1087 -1.1453 -0.4562
H -1.5192 -1.9183 -0.2764
H 4.1653 -2.5341 0.4910
H 5.3811 -3.1716 -0.1411
O 4.4240 -3.2920 -0.0424
*
```

# 3
DFT (wB97M-V/def2-TZVPD) results for a cluster of 3 separate species, C4H13N2O in total at a distorted geometry.

## Properties
HOMO-LUMO gap in Eh: 0.172
Relative energy (zero: lowest compared OMol25 entry of this formula, charge and spin) in eV: 7.364
Max |F| in eV/Å: 6.83
Total energy in eV: -9374.2198
HOMO level in hartree: -0.4780

```
! wB97M-V def2-TZVPD RIJCOSX def2/J DEFGRID3
* xyz 1 1
C -0.4473 -0.0097 0.7778
C -0.1177 1.4243 0.3189
C 0.7416 1.5080 -0.9002
C 1.8810 2.1820 -0.9617
N -0.5162 0.1612 -2.9711
N -1.1810 -0.8388 -0.1562
H 0.5267 -0.5246 0.9916
H -0.8151 0.1381 1.7927
H -1.0952 1.9838 0.1232
H 0.3178 2.0647 1.1114
H 2.2157 2.6407 -0.0025
H 2.4420 2.2192 -1.8794
H 0.1457 0.8499 -2.4530
H 0.0270 -0.3446 -3.6730
H -0.8466 -0.7569 -1.1180
H -2.1631 -0.5885 -0.0787
H -1.2512 0.7709 -3.3087
H -0.1815 -3.2716 4.3891
H 0.4263 -4.1927 3.3184
O -0.0176 -3.3502 3.4456
*
```

# 4
DFT (wB97M-V/def2-TZVPD) results for the ion C4H13N2O with charge +1 at a distorted geometry.

## Properties
HOMO-LUMO gap in Eh: 0.379
Structure (SMILES): [NH3+]CCNCCO
Relative energy (zero: lowest compared OMol25 entry of this formula, charge and spin) in eV: 1.696
Max |F| in eV/Å: 2.09
Total energy in eV: -9379.8881
HOMO level in hartree: -0.4892

```
! wB97M-V def2-TZVPD RIJCOSX def2/J DEFGRID3
* xyz 1 1
N 0.4399 -0.4150 -1.6883
C 1.5828 0.1541 -0.8638
C 1.1198 1.3296 -0.0381
N -0.2459 1.0861 0.3070
C -0.5074 0.1294 1.3924
C -1.6904 -0.6976 1.0209
O -1.1819 -1.6911 0.1268
H -0.3529 -0.5654 -1.0353
H 0.1752 0.1845 -2.4670
H 0.6955 -1.3408 -2.0234
H 2.3557 0.4244 -1.5824
H 2.0283 -0.7113 -0.3853
H 1.1779 2.2914 -0.5466
H 1.7844 1.4081 0.8307
H -0.7546 1.9330 0.5035
H -0.6848 0.7047 2.2693
H 0.3368 -0.5278 1.5963
H -2.0222 -1.1321 1.9354
H -2.4740 -0.1216 0.5437
H -1.7821 -2.4427 0.1041
*
```

# 5
DFT (wB97M-V/def2-TZVPD) results for a cluster of 2 separate species, C4H13N2O in total at a distorted geometry.

## Properties
HOMO-LUMO gap in Eh: 0.338
Relative energy (zero: lowest compared OMol25 entry of this formula, charge and spin) in eV: 4.344
Max |F| in eV/Å: 6.48
Total energy in eV: -9377.2401
HOMO level in hartree: -0.4912

```
! wB97M-V def2-TZVPD RIJCOSX def2/J DEFGRID3
* xyz 1 1
C 0.6513 0.8989 -1.3435
C -0.3901 1.4686 -0.3894
C 0.0418 1.1503 1.1059
C 1.0574 -0.4852 2.2500
N 0.9745 -0.0255 1.0553
N 0.3812 -0.5578 -1.3504
H 1.6802 1.1590 -1.1333
H 0.4631 1.2086 -2.3860
H -0.4968 2.5599 -0.4288
H -1.4540 1.3330 -0.6091
H 0.5835 2.0331 1.5981
H -0.8089 1.0673 1.8230
H 0.1191 -0.8055 2.7979
H 2.0181 -0.5574 2.7696
H 1.1591 -1.0057 -1.8759
H 0.7464 -0.6576 -0.2846
H -0.4313 -1.0818 -1.4974
H -1.6164 -2.6750 -0.0853
H -2.8264 -2.6112 -1.0854
O -1.8517 -2.4158 -0.9306
*
```

# 6
DFT (wB97M-V/def2-TZVPD) results for the ion C4H13N2O with charge +1 at a distorted geometry.

## Properties
HOMO-LUMO gap in Eh: 0.372
Structure (SMILES): [NH3+]CCNCCO
Relative energy (zero: lowest compared OMol25 entry of this formula, charge and spin) in eV: 2.103
Max |F| in eV/Å: 1.68
Total energy in eV: -9379.4811
HOMO level in hartree: -0.4809

```
! wB97M-V def2-TZVPD RIJCOSX def2/J DEFGRID3
* xyz 1 1
N 0.6893 0.8786 -1.5470
C 0.3080 -0.5544 -1.5063
C 1.0202 -1.2983 -0.3740
N 0.8827 -0.5135 0.8089
C -0.4239 -0.5142 1.4424
C -1.3763 0.6934 1.3019
O -1.0093 1.6243 0.2439
H 1.5324 1.0137 -0.9832
H 0.7734 1.1908 -2.5120
H -0.0016 1.4742 -1.0549
H 0.6519 -1.0825 -2.3928
H -0.7780 -0.6763 -1.4122
H 2.0345 -1.5642 -0.6422
H 0.5925 -2.3129 -0.4319
H 1.6804 -0.3964 1.4064
H -0.2240 -0.4937 2.5266
H -0.9452 -1.4631 1.2977
H -2.4385 0.4159 1.1789
H -1.3811 1.1899 2.2605
H -1.5875 2.3887 0.3894
*
```